No. 1
A 2-piece molecular cluster, C5H7NO overall at a distorted geometry, computed with ωB97M-V/def2-TZVPD.

Results
HOMO energy in eV: -9.01
Structure (SMILES): [H]/N=C/C.C=C=C=O
M in g mol⁻¹: 97.1

Cartesian coordinates (Å):
H 0.39 2.81 0.01
N 0.88 1.99 0.36
C 0.99 0.96 -0.29
C 1.60 -0.28 0.44
H 0.64 0.74 -1.34
H 2.54 -0.04 0.66
H 1.77 -1.05 -0.32
H 0.98 -0.79 1.26
C -1.59 -1.67 -0.62
C -1.55 -0.41 -0.23
C -1.66 0.54 0.58
O -1.68 1.59 1.05
H -1.06 -2.13 -1.45
H -2.27 -2.27 -0.13

=====

No. 2
One molecule with the formula C5H7NO, computed with ωB97M-V/def2-TZVPD.

Results
HOMO energy (spin up / spin down) in eV: -8.08 / -8.05
M in g mol⁻¹: 97.1

Cartesian coordinates (Å):
C -2.12 0.22 0.01
C -0.79 -0.43 0.29
C -0.70 -1.80 0.14
O 1.47 -1.20 -0.70
C 1.49 -0.10 -0.11
N 2.58 0.73 -0.06
C 0.28 0.40 0.47
H -2.18 1.20 0.50
H -3.01 -0.36 0.24
H -2.09 0.39 -1.07
H -1.23 -2.30 -0.68
H 3.44 0.45 -0.51
H 2.66 1.36 0.72
H 0.18 1.44 0.74

=====

No. 3
One molecule with the formula C5H7NO, computed with ωB97M-V/def2-TZVPD.

Results
HOMO energy in eV: -7.63
Structure (SMILES): Cn1cccc1O
M in g mol⁻¹: 97.1

Cartesian coordinates (Å):
C 0.14 -1.81 0.53
N 0.25 -0.41 0.23
C 1.36 0.22 -0.29
C 0.97 1.48 -0.66
C -0.41 1.64 -0.40
C -0.80 0.44 0.13
O -2.02 -0.02 0.48
H -0.23 -2.39 -0.31
H -0.53 -1.97 1.36
H 1.11 -2.23 0.78
H 2.34 -0.25 -0.27
H 1.53 2.18 -1.23
H -1.05 2.49 -0.61
H -2.68 0.64 0.27

=====

No. 4
One molecule with the formula C5H7NO, computed with ωB97M-V/def2-TZVPD.

Results
HOMO energy in eV: -9.03
Structure (SMILES): [H]/N=C1/C=C(C)CO1
M in g mol⁻¹: 97.1

Cartesian coordinates (Å):
H -1.79 2.53 -0.65
N -0.83 2.30 -0.91
C -0.66 1.05 -0.86
C 0.66 0.42 -0.87
C 0.51 -0.70 -0.15
C 1.28 -0.61 1.15
C -0.93 -1.12 -0.26
O -1.61 0.13 -0.49
H 1.56 1.00 -0.90
H 0.87 -1.33 1.84
H 2.36 -0.68 1.03
H 1.05 0.40 1.56
H -1.33 -1.60 0.64
H -1.15 -1.78 -1.12

=====

No. 5
One molecule with the formula C5H7NO, computed with ωB97M-V/def2-TZVPD.

Results
HOMO energy in eV: -9.52
Structure (SMILES): [H]/N=C1/C=C(C)CO1
M in g mol⁻¹: 97.1

Cartesian coordinates (Å):
H 3.06 -0.13 1.09
N 2.59 -0.86 0.54
C 1.69 -0.27 -0.12
C 0.47 -0.85 -0.73
C -0.52 -0.05 -0.33
C -2.00 -0.22 -0.39
C 0.13 1.08 0.44
O 1.47 1.09 -0.02
H 0.41 -1.83 -1.18
H -2.46 0.16 0.54
H -2.45 0.35 -1.22
H -2.28 -1.27 -0.50
H 0.20 0.74 1.49
H -0.31 2.07 0.39

=====

No. 6
One molecule with the formula C5H7NO, computed with ωB97M-V/def2-TZVPD.

Results
HOMO energy in eV: -9.78
Structure (SMILES): N=C1CC(C=O)C1
M in g mol⁻¹: 97.1

Cartesian coordinates (Å):
N 0.07 -0.84 2.34
C 0.23 -0.43 1.18
C 0.45 -1.02 -0.20
C 0.31 0.39 -0.79
C -0.95 0.62 -1.57
O -1.83 -0.17 -1.70
C 0.16 0.98 0.64
H 0.13 -1.85 2.47
H 1.42 -1.50 -0.35
H -0.34 -1.70 -0.52
H 1.17 0.78 -1.34
H -1.02 1.64 -1.99
H 0.98 1.62 0.98
H -0.78 1.49 0.84

=====

No. 7
One molecule with the formula C5H7NO at a distorted geometry, computed with ωB97M-V/def2-TZVPD.

Results
HOMO energy in eV: -9.72
Structure (SMILES): C=C[C@H]1CN1C=O
M in g mol⁻¹: 97.1

Cartesian coordinates (Å):
C 0.76 1.79 -0.48
C -0.45 1.54 -0.60
C -0.93 0.18 -0.02
C -0.31 -0.91 -0.85
N 0.31 -0.59 0.60
C 0.45 -1.40 1.73
O 0.36 -1.09 2.97
H 1.51 1.13 -0.09
H 1.14 2.67 -1.16
H -1.10 2.25 -1.37
H -2.00 -0.28 0.52
H 0.48 -0.73 -1.62
H -0.68 -2.00 -1.04
H 0.47 -2.55 1.42

=====

No. 8
One molecule with the formula C5H7NO, computed with ωB97M-V/def2-TZVPD.

Results
HOMO energy in eV: -9.30
Structure (SMILES): O=C1CC=CCN1
M in g mol⁻¹: 97.1

Cartesian coordinates (Å):
O 2.00 -1.62 -0.57
C 1.11 -0.90 -0.17
C -0.20 -1.40 0.38
C -1.33 -0.45 0.08
C -1.13 0.83 -0.22
C 0.23 1.44 -0.27
N 1.26 0.46 -0.01
H -0.04 -1.45 1.47
H -0.39 -2.42 0.04
H -2.34 -0.85 0.12
H -1.97 1.48 -0.47
H 0.31 2.26 0.46
H 0.39 1.91 -1.26
H 2.11 0.74 0.41

=====

No. 9
One molecule with the formula C5H7NO, computed with ωB97M-V/def2-TZVPD.

Results
HOMO energy in eV: -7.71
Structure (SMILES): Cc1coc(N)c1
M in g mol⁻¹: 97.1

Cartesian coordinates (Å):
C 1.98 -0.31 1.18
C 0.70 0.00 0.45
C 0.59 1.05 -0.40
O -0.61 1.03 -1.03
C -1.29 -0.06 -0.60
N -2.44 -0.25 -1.37
C -0.55 -0.72 0.35
H 1.84 -0.92 2.08
H 2.47 0.62 1.47
H 2.68 -0.85 0.52
H 1.26 1.86 -0.65
H -2.50 0.50 -2.05
H -3.33 -0.37 -0.90
H -0.80 -1.58 0.95

=====

No. 10
One molecule with the formula C5H7NO at a distorted geometry, computed with ωB97M-V/def2-TZVPD.

Results
HOMO energy in eV: -10.52
Structure (SMILES): CC(=O)[C@@H](C)C#N
M in g mol⁻¹: 97.1

Cartesian coordinates (Å):
C 1.96 0.10 0.14
C 0.72 -0.61 -0.27
O 0.74 -1.79 -0.61
C -0.67 -0.04 -0.45
C -1.64 -0.27 0.72
C -0.71 1.36 -0.91
N -0.72 2.48 -1.23
H 2.79 -0.60 0.02
H 1.88 0.42 1.18
H 2.12 0.99 -0.47
H -0.77 -0.98 -1.10
H -1.49 0.38 1.58
H -2.66 -0.12 0.36
H -1.55 -1.32 1.04

=====

No. 11
One molecule with the formula C5H7NO at a distorted geometry, computed with ωB97M-V/def2-TZVPD.

Results
HOMO energy in eV: -7.23
M in g mol⁻¹: 97.1

Cartesian coordinates (Å):
C 1.52 -0.90 1.01
C 0.35 -0.13 0.20
C -0.40 -0.68 -0.94
N -1.38 0.14 -1.24
C -1.48 1.30 -0.30
O -2.36 2.14 -0.50
C -0.45 1.06 0.61
H 2.56 -0.66 0.68
H 1.44 -1.98 0.94
H 1.47 -0.55 2.04
H -0.08 -1.48 -1.59
H -2.05 0.06 -2.00
H -0.37 1.62 1.52
H 1.23 0.09 -0.43

=====

No. 12
One molecule with the formula C5H7NO at a distorted geometry, computed with ωB97M-V/def2-TZVPD.

Results
HOMO energy in eV: -9.55
Structure (SMILES): C1C[C@@H]2N3C[C@@]23O1
M in g mol⁻¹: 97.1

Cartesian coordinates (Å):
C 1.32 0.72 0.25
C 0.89 0.26 -1.16
C -0.44 -0.40 -0.81
N -1.13 0.41 0.25
C -1.69 -0.65 1.06
C -0.30 -0.78 0.58
O 0.93 -0.44 1.10
H 2.38 0.85 0.47
H 0.80 1.69 0.44
H 1.62 -0.47 -1.51
H 0.73 1.02 -1.94
H -1.01 -0.92 -1.57
H -2.53 -1.21 0.62
H -1.78 -0.38 2.11

=====

No. 13
One molecule with the formula C5H7NO, computed with ωB97M-V/def2-TZVPD.

Results
HOMO energy in eV: -9.94
Structure (SMILES): [H]/N=C\OC=C1CC1
M in g mol⁻¹: 97.1

Cartesian coordinates (Å):
H -0.03 1.53 1.49
N -0.87 2.11 1.41
C -1.35 2.07 0.24
O -0.89 1.40 -0.85
C 0.34 0.76 -0.74
C 0.44 -0.50 -0.40
C -0.20 -1.75 0.01
C 1.31 -1.66 -0.16
H -2.26 2.60 -0.02
H 1.20 1.39 -0.99
H -0.77 -2.31 -0.73
H -0.61 -1.82 1.02
H 1.93 -1.67 0.74
H 1.76 -2.15 -1.02

=====

No. 14
One molecule with the formula C5H7NO, computed with ωB97M-V/def2-TZVPD.

Results
HOMO energy in eV: -8.69
Structure (SMILES): C=NCCC=C=O
M in g mol⁻¹: 97.1

Cartesian coordinates (Å):
C -1.41 -0.94 0.62
N -1.36 0.25 0.18
C -0.30 1.06 0.76
C 0.87 1.06 -0.24
C 1.00 -0.22 -1.01
C 0.40 -1.39 -0.97
O 0.03 -2.50 -1.13
H -2.07 -1.66 0.15
H -0.79 -1.29 1.46
H 0.02 0.67 1.74
H -0.66 2.09 0.90
H 1.82 1.26 0.28
H 0.73 1.88 -0.95
H 1.72 -0.27 -1.81

=====

No. 15
One molecule with the formula C5H7NO, computed with ωB97M-V/def2-TZVPD.

Results
HOMO energy in eV: -7.93
M in g mol⁻¹: 97.1

Cartesian coordinates (Å):
O -2.29 0.50 1.90
C -2.40 0.43 0.48
C -1.18 0.42 -0.38
C 0.00 0.12 0.33
C 1.22 0.29 -0.25
C 2.67 0.08 -0.26
N 1.90 0.84 -1.26
H -1.80 -0.28 2.20
H -3.00 -0.45 0.17
H -3.00 1.30 0.19
H 0.06 -0.22 1.38
H 3.02 -0.92 -0.53
H 3.34 0.67 0.35
H 1.80 0.64 -2.25

=====

No. 16
One molecule with the formula C5H7NO at a distorted geometry, computed with ωB97M-V/def2-TZVPD.

Results
HOMO energy (spin up / spin down) in eV: -8.96 / -9.01
M in g mol⁻¹: 97.1

Cartesian coordinates (Å):
O 1.95 0.70 -1.76
C 1.12 0.41 -0.93
C 1.47 -0.43 0.35
N 0.28 -1.18 0.35
C -0.75 -0.45 1.05
C -1.38 0.33 -0.11
C -0.31 0.48 -1.12
H 2.34 -1.03 0.08
H 1.68 0.19 1.23
H -0.35 0.24 1.81
H -1.46 -1.13 1.53
H -1.91 1.27 0.13
H -2.12 -0.35 -0.54
H -0.59 0.95 -2.07

=====

No. 17
One molecule with the formula C5H7NO at a distorted geometry, computed with ωB97M-V/def2-TZVPD.

Results
HOMO energy in eV: -8.18
Structure (SMILES): Cc1cc(N)co1
M in g mol⁻¹: 97.1

Cartesian coordinates (Å):
C -1.50 1.13 -1.50
C -0.68 0.15 -0.72
C 0.40 0.48 0.03
C 0.91 -0.62 0.80
N 1.95 -0.45 1.72
C 0.27 -1.72 0.33
O -0.97 -1.14 -0.66
H -1.54 0.87 -2.56
H -1.06 2.13 -1.41
H -2.52 1.16 -1.11
H 0.93 1.41 -0.02
H 1.94 0.45 2.18
H 2.08 -1.21 2.37
H -0.21 -2.63 0.55